Formula: C69H167N20O14P3
Source: the OMol25 dataset
Level of theory: ωB97M-V/def2-TZVPD

Properties
E_LUMO   -0.0011 Eh
HOMO-LUMO gap   7.89 eV

Each line ends with the Mulliken charge.
Geometry (Å):
1 C -6.157 -2.304 -0.809  0.12
2 O -6.859 -2.823 -1.659  -0.68
3 N -6.617 -1.372 0.059  0.17
4 C -5.639 -0.548 0.750  2.44
5 C -7.942 -0.768 0.060  -0.94
6 H -5.119 -2.633 -0.646  0.42
7 H -5.965 -0.363 1.773  -0.51
8 H -5.416 0.392 0.246  -0.80
9 H -4.651 -1.001 0.824  -1.11
10 H -7.834 0.291 -0.175  0.20
11 H -8.626 -1.280 -0.616  0.41
12 H -8.419 -0.935 1.026  0.30
13 C 3.342 -1.442 5.617  0.85
14 O 3.980 -0.945 6.544  -0.68
15 N 2.172 -2.185 5.744  0.09
16 C 1.386 -2.540 4.576  -0.63
17 C 1.623 -2.375 7.099  -0.97
18 H 3.448 -1.270 4.534  -0.19
19 H 0.574 -1.818 4.484  0.34
20 H 0.886 -3.478 4.819  0.36
21 H 1.946 -2.694 3.654  -0.05
22 H 1.510 -3.448 7.252  0.31
23 H 2.365 -1.914 7.750  0.32
24 H 0.681 -1.827 7.142  0.27
25 C -2.483 6.551 2.767  -0.32
26 O -2.692 5.537 2.202  -0.38
27 N -2.529 6.698 4.112  0.24
28 C -2.503 5.620 5.030  -1.03
29 C -2.590 8.029 4.765  -1.05
30 H -2.442 7.489 2.191  0.44
31 H -2.655 4.702 4.462  0.06
32 H -3.353 5.710 5.706  0.49
33 H -1.510 5.702 5.471  0.41
34 H -3.606 8.415 4.683  0.37
35 H -2.318 8.145 5.814  0.36
36 H -1.967 8.744 4.228  0.35
37 C 2.510 5.113 -0.208  0.14
38 O 2.522 4.444 0.842  -0.73
39 N 1.591 6.066 -0.495  0.19
40 C 1.420 6.533 -1.856  -0.80
41 C 0.582 6.458 0.470  -0.99
42 H 3.250 5.066 -1.022  0.49
43 H 0.381 6.219 -1.961  0.35
44 H 1.979 6.075 -2.671  0.18
45 H 1.496 7.615 -1.963  0.24
46 H -0.444 6.165 0.247  0.17
47 H 0.856 6.048 1.442  0.26
48 H 0.556 7.548 0.487  0.56
49 C -2.147 2.504 -6.577  0.06
50 O -1.465 3.396 -7.122  -0.60
51 N -2.037 2.208 -5.257  0.31
52 C -2.921 1.251 -4.635  -0.17
53 C -1.111 2.923 -4.353  -1.08
54 H -2.837 1.858 -7.141  0.32
55 H -3.442 0.556 -5.294  0.47
56 H -3.547 1.749 -3.894  -0.10
57 H -2.358 0.537 -4.033  0.06
58 H -0.152 2.428 -4.506  0.37
59 H -0.948 3.921 -4.759  0.44
60 H -1.295 3.160 -3.305  0.12
61 C 5.672 -4.024 2.828  0.12
62 O 5.818 -2.959 3.390  -0.57
63 N 4.901 -4.098 1.771  0.26
64 C 4.931 -5.374 1.043  -1.54
65 C 3.841 -3.213 1.435  -0.09
66 H 6.111 -5.000 3.087  0.32
67 H 4.056 -5.977 1.284  0.71
68 H 5.842 -5.955 1.181  0.49
69 H 4.779 -5.237 -0.027  0.30
70 H 3.990 -2.320 2.042  -0.14
71 H 3.705 -2.951 0.386  0.31
72 H 2.888 -3.645 1.740  -0.06
73 C 7.383 2.122 3.065  0.03
74 O 7.883 2.873 2.261  -0.57
75 N 6.098 1.737 3.060  0.34
76 C 5.584 0.653 3.909  -0.81
77 C 5.104 2.485 2.241  -0.83
78 H 7.961 1.678 3.890  0.35
79 H 4.900 0.047 3.315  -0.02
80 H 5.016 1.037 4.756  0.38
81 H 6.341 -0.071 4.211  0.37
82 H 4.477 1.877 1.588  0.16
83 H 4.399 2.882 2.971  0.41
84 H 5.548 3.283 1.646  0.16
85 C -4.014 -3.727 1.508  -0.29
86 O -3.502 -2.684 1.864  -0.50
87 N -3.729 -4.350 0.353  0.57
88 C -4.572 -5.348 -0.151  -1.10
89 C -2.622 -3.867 -0.530  -0.37
90 H -4.724 -4.264 2.157  0.38
91 H -4.178 -5.854 -1.032  0.37
92 H -5.561 -4.917 -0.310  0.29
93 H -4.633 -6.193 0.535  0.38
94 H -2.053 -3.148 0.059  -0.20
95 H -1.931 -4.660 -0.817  0.28
96 H -2.849 -3.270 -1.413  0.32
97 O -6.415 1.514 7.919  -0.84
98 P -5.710 0.581 6.979  0.14
99 N -5.187 -0.903 7.538  0.37
100 C -3.927 -1.097 8.262  -1.04
101 C -6.286 -1.751 8.064  -1.16
102 N -4.244 1.348 6.306  0.57
103 C -3.972 2.797 6.540  -1.18
104 C -3.231 0.636 5.480  -1.30
105 N -6.622 0.421 5.537  0.30
106 C -6.209 -0.483 4.482  -0.81
107 C -7.370 1.656 5.075  -1.18
108 H -3.956 -0.460 9.146  0.38
109 H -3.026 -0.908 7.679  0.25
110 H -3.759 -2.090 8.679  0.44
111 H -7.211 -1.175 8.091  0.41
112 H -6.147 -2.094 9.090  0.44
113 H -6.567 -2.567 7.398  0.28
114 H -2.977 3.120 6.232  0.41
115 H -4.553 3.465 5.904  0.26
116 H -4.074 3.130 7.573  0.33
117 H -3.409 -0.430 5.626  0.42
118 H -3.266 1.015 4.458  0.28
119 H -2.235 0.809 5.885  0.43
120 H -5.848 -1.455 4.817  0.21
121 H -6.930 -0.536 3.667  0.55
122 H -5.324 -0.113 3.964  -0.02
123 H -8.315 1.309 4.658  0.42
124 H -6.835 2.287 4.366  0.32
125 H -7.638 2.317 5.900  0.38
126 O 2.950 -8.653 2.112  -0.85
127 P 2.075 -8.710 0.913  0.20
128 N 0.878 -7.457 0.740  0.51
129 C -0.395 -7.490 0.038  -1.15
130 C 1.129 -6.277 1.568  -0.73
131 N 1.185 -10.179 0.799  0.31
132 C 1.188 -10.960 -0.409  -0.82
133 C 0.362 -10.709 1.922  -1.03
134 N 2.925 -8.552 -0.585  0.44
135 C 2.345 -8.050 -1.856  -1.03
136 C 4.309 -9.087 -0.628  -1.16
137 H -1.242 -7.196 0.657  0.36
138 H -0.513 -8.538 -0.237  0.38
139 H -0.378 -6.933 -0.899  0.31
140 H 0.599 -6.336 2.519  0.24
141 H 0.760 -5.429 0.991  0.43
142 H 2.204 -6.198 1.731  -0.26
143 H 0.732 -10.439 -1.251  0.21
144 H 2.244 -11.044 -0.669  0.19
145 H 0.800 -11.966 -0.252  0.40
146 H -0.688 -10.421 1.881  0.27
147 H 0.507 -11.789 1.952  0.40
148 H 0.712 -10.273 2.857  0.32
149 H 2.561 -8.769 -2.647  0.43
150 H 1.270 -8.106 -1.682  0.27
151 H 2.764 -7.071 -2.089  0.24
152 H 4.828 -8.740 -1.521  0.44
153 H 4.351 -10.171 -0.735  0.29
154 H 4.845 -8.777 0.270  0.30
155 O 4.297 5.388 -3.044  -0.97
156 P 4.878 4.129 -3.522  -0.20
157 N 5.784 4.212 -4.982  0.46
158 C 6.125 3.016 -5.804  -1.00
159 C 6.438 5.460 -5.350  -1.16
160 N 3.686 2.951 -3.750  1.12
161 C 3.220 2.146 -2.626  -0.92
162 C 2.809 3.044 -4.973  -0.99
163 N 6.027 3.395 -2.412  0.34
164 C 6.811 2.178 -2.700  -0.63
165 C 6.025 3.793 -0.973  -1.07
166 H 7.192 2.862 -5.646  0.48
167 H 6.096 3.258 -6.867  0.41
168 H 5.585 2.084 -5.635  -0.02
169 H 7.211 5.757 -4.642  0.34
170 H 5.666 6.228 -5.387  0.30
171 H 6.939 5.347 -6.311  0.39
172 H 2.415 1.500 -2.976  0.17
173 H 4.012 1.671 -2.048  0.35
174 H 2.768 2.714 -1.813  0.14
175 H 3.417 3.273 -5.849  0.43
176 H 2.257 2.129 -5.188  0.21
177 H 2.077 3.840 -4.841  0.15
178 H 6.277 1.587 -3.445  -0.09
179 H 7.725 2.516 -3.188  0.32
180 H 7.078 1.592 -1.821  0.44
181 H 6.005 4.877 -0.855  0.32
182 H 6.899 3.629 -0.342  0.61
183 H 5.091 3.457 -0.523  0.14
184 C 0.389 -1.646 0.711  -1.64
185 C 0.290 -0.452 -0.353  2.40
186 C -1.065 -0.624 -1.271  -1.56
187 C -2.280 -0.122 -0.521  1.14
188 C -1.965 1.363 -0.179  -1.41
189 C -0.857 1.572 0.796  3.32
190 N 0.405 0.922 0.248  1.04
191 O 1.464 1.123 1.120  -0.28
192 C -0.414 3.102 0.778  -2.47
193 C -1.264 1.176 2.250  -2.34
194 C 1.391 -0.630 -1.407  -2.66
195 H -0.604 -1.850 1.111  -0.06
196 H 1.178 -1.462 1.441  0.30
197 H 0.689 -2.579 0.233  0.50
198 H -1.020 -0.288 -2.307  0.06
199 H -1.257 -1.693 -1.360  0.26
200 H -2.328 -0.789 0.340  -1.06
201 H -3.181 -0.181 -1.131  0.85
202 H -2.891 1.734 0.261  -0.10
203 H -1.805 2.011 -1.041  -0.24
204 H -0.141 3.465 -0.213  0.33
205 H -1.271 3.653 1.167  0.03
206 H 0.457 3.406 1.358  0.88
207 H -2.200 1.667 2.518  0.18
208 H -1.402 0.101 2.364  0.38
209 H -0.459 1.493 2.913  0.50
210 H 1.325 -1.621 -1.857  0.56
211 H 2.409 -0.588 -1.020  0.47
212 H 1.255 0.070 -2.231  0.09
213 H 1.763 2.027 0.999  0.19
214 C 8.106 -2.345 -6.255  -1.98
215 C 6.715 -1.966 -6.853  1.50
216 C 6.061 -3.297 -7.323  -1.28
217 C 4.514 -3.258 -7.471  -0.65
218 C 3.976 -2.744 -6.116  -1.76
219 C 4.474 -1.386 -5.747  2.09
220 N 5.952 -1.420 -5.653  -0.01
221 O 6.536 -0.280 -5.133  -0.19
222 C 3.909 -0.355 -6.696  -1.00
223 C 3.898 -1.218 -4.242  -2.12
224 C 6.947 -0.974 -8.064  -1.51
225 H 8.180 -2.883 -5.311  0.39
226 H 8.719 -1.480 -6.000  0.44
227 H 8.614 -2.888 -7.052  0.44
228 H 6.553 -3.643 -8.232  0.43
229 H 6.324 -3.965 -6.504  0.43
230 H 4.170 -4.279 -7.634  0.43
231 H 4.227 -2.546 -8.246  0.34
232 H 4.257 -3.487 -5.371  0.47
233 H 2.889 -2.733 -6.039  0.49
234 H 4.165 -0.436 -7.752  0.32
235 H 2.823 -0.438 -6.742  0.47
236 H 4.305 0.621 -6.414  -0.32
237 H 2.834 -1.447 -4.194  0.34
238 H 4.520 -1.903 -3.667  0.67
239 H 4.129 -0.289 -3.720  0.19
240 H 6.076 -0.515 -8.531  0.29
241 H 7.421 -1.484 -8.902  0.41
242 H 7.539 -0.096 -7.808  0.36
243 H 7.148 -0.559 -4.449  0.28
244 C -5.524 2.629 -1.744  -1.03
245 C -5.555 4.063 -1.460  1.58
246 C -6.809 4.840 -2.028  -1.30
247 C -8.035 4.506 -1.193  -0.58
248 C -7.818 4.855 0.316  -1.26
249 C -6.562 4.307 0.997  1.74
250 N -5.429 4.385 -0.049  -0.51
251 O -4.257 3.897 0.511  1.09
252 C -6.185 5.292 2.129  -1.94
253 C -6.904 2.879 1.411  -1.09
254 C -4.396 4.759 -2.261  -1.94
255 H -5.246 2.341 -2.757  0.42
256 H -4.774 2.157 -1.110  -0.31
257 H -6.418 2.045 -1.524  0.13
258 H -6.736 5.922 -2.130  0.47
259 H -7.078 4.563 -3.047  0.40
260 H -8.883 5.060 -1.596  0.42
261 H -8.072 3.417 -1.165  0.21
262 H -8.701 4.381 0.745  0.37
263 H -7.922 5.938 0.388  0.40
264 H -5.218 5.131 2.605  0.22
265 H -6.892 5.200 2.953  0.43
266 H -6.193 6.334 1.809  0.44
267 H -7.233 2.247 0.586  -0.31
268 H -7.760 2.910 2.086  0.66
269 H -6.146 2.323 1.963  0.01
270 H -4.368 5.846 -2.189  0.41
271 H -3.486 4.432 -1.757  0.16
272 H -4.397 4.438 -3.302  0.44
273 H -3.785 4.708 0.714  0.17